1.
Computed, not measured: an isolated molecule of C3H4ClF, with ωB97M-V/def2-TZVPD.

The geometry in XYZ format:
```
9
Properties=species:S:1:pos:R:3:forces:R:3
H 0.70356 -1.49810 -0.18309 -0.4 0.5 0.3
H -0.99557 0.92103 1.07260 1.7 -1.6 -0.1
C 0.13859 -0.54889 -0.17611 1.2 0.4 -0.3
H -0.68561 0.86038 -1.57686 -0.2 0.5 0.3
Cl 1.22173 1.36207 1.67922 0.4 -0.2 -0.4
C -0.04139 0.23785 1.09679 -2.7 -0.8 1.3
C -0.18361 -0.06323 -1.36497 -0.6 0.6 1.3
H -0.16420 -0.56253 1.93140 0.0 1.7 -1.2
F 0.00648 -0.70859 -2.47897 0.5 -1.2 -1.4
```
Forces are in eV/Å.

As for the gap between HOMO and LUMO: 11.13 eV. The value obtained for the molar mass is 94.516 g/mol. Its total energy is -676.7252 a.u.

Löwdin atomic charge list, values in e, 5 entries: number 1, H, carries 0.12; number 2, H, carries 0.10; number 3, C, carries -0.16; number 4, H, carries 0.12; number 5, Cl, carries 0.50

2.
Computed, not measured: an isolated molecule of C3H4ClF, with ωB97M-V/def2-TZVPD.

The geometry in XYZ format:
```
9
Properties=species:S:1:pos:R:3:forces:R:3
H 0.00516 0.59867 1.39131 -1.4 -0.2 3.0
C -0.03640 0.25662 0.42309 -1.8 3.1 -0.5
C 2.19518 -0.52482 -0.24216 -1.0 0.1 1.9
H 2.48939 0.52113 -0.26618 0.2 -0.1 -0.4
Cl -1.65258 -0.29040 -0.14340 0.3 0.8 0.2
F 0.42938 1.39262 -0.13175 -0.6 2.3 -1.9
C 0.92262 -0.68100 0.23008 2.5 -9.0 -2.0
H 0.18247 -1.78914 0.33159 3.4 2.7 -0.1
H 3.06391 -1.23227 -0.29910 -1.6 0.3 -0.1
```
Forces are in eV/Å.

As for the gap between HOMO and LUMO: 11.02 eV. The value obtained for the molar mass is 94.516 g/mol. Its total energy is -676.6639 a.u.

Löwdin atomic charge list, values in e, 5 entries: number 1, H, carries 0.10; number 2, C, carries -0.83; number 3, C, carries 0.05; number 4, H, carries 0.06; number 5, Cl, carries 0.64

3.
Computed, not measured: an isolated molecule of C3H4ClF, with ωB97M-V/def2-TZVPD.

The geometry in XYZ format:
```
9
Properties=species:S:1:pos:R:3:forces:R:3
C -1.41104 -0.40962 0.00390 5.9 3.4 -0.7
C -0.19972 0.39103 -0.07448 -3.3 -2.6 0.5
F -0.32950 1.71298 -0.01348 -0.1 0.4 -0.2
H 1.95173 0.21364 -0.84615 -1.2 0.0 0.6
H 1.69652 0.34468 0.95534 -0.6 -0.4 -1.2
Cl -2.88327 0.41000 -0.01101 -0.8 -0.2 0.1
H -1.26891 -1.46374 -0.08499 -0.6 -0.5 0.1
C 1.23805 -0.04463 -0.01102 0.5 -0.9 0.9
H 1.20615 -1.15435 0.08188 0.3 0.7 -0.1
```
Forces are in eV/Å.

As for the gap between HOMO and LUMO: 9.73 eV. The value obtained for the molar mass is 94.516 g/mol. Its total energy is -676.7215 a.u.

Löwdin atomic charge list, values in e, 5 entries: number 1, C, carries -0.55; number 2, C, carries -0.40; number 3, F, carries 0.02; number 4, H, carries 0.09; number 5, H, carries 0.10

4.
Computed, not measured: a 2-piece molecular cluster, C3H4ClF3O overall, with ωB97M-V/def2-TZVPD.

The geometry in XYZ format:
```
12
Properties=species:S:1:pos:R:3:forces:R:3
H -1.03819 -1.80960 0.68204 -0.4 -0.5 4.6
C 1.54424 -0.31232 0.07478 -2.9 -0.2 -1.0
O -0.90941 -1.56612 -0.16571 0.0 0.8 -5.3
F 1.69862 0.12562 1.34813 -0.1 -0.5 -0.5
F 2.37974 0.38433 -0.69583 -0.2 0.0 0.0
C -0.50618 -0.32051 -0.49356 4.0 0.9 1.5
F 1.91440 -1.61152 -0.01284 -0.1 0.6 0.4
H -2.09531 1.02360 -0.29658 0.6 0.2 0.6
Cl -0.15482 2.34984 -0.29979 -0.2 -0.1 0.2
H -1.29593 1.00708 1.25423 0.3 -0.6 1.6
C -1.10940 0.93291 0.22855 -0.7 -0.6 -4.0
H -0.42775 -0.20328 -1.62343 -0.2 -0.1 1.7
```
Forces are in eV/Å.

As for the gap between HOMO and LUMO: 10.23 eV. The value obtained for the molar mass is 148.511 g/mol. Its total energy is -951.6698 a.u.

Löwdin atomic charge list, values in e, 5 entries: number 1, H, carries 0.06; number 2, C, carries -0.49; number 3, O, carries 0.05; number 4, F, carries 0.08; number 5, F, carries 0.09

5.
Computed, not measured: C3H4ClFO as an isolated structure, with ωB97M-V/def2-TZVPD.

The geometry in XYZ format:
```
10
Properties=species:S:1:pos:R:3:forces:R:3
O -1.52398 -0.12470 -0.17499 4.0 -1.1 0.7
C -0.53435 0.12370 0.91464 -1.7 0.2 2.9
F 0.67478 1.62491 -0.38808 -0.2 -0.5 0.0
H -0.26951 0.07412 -1.84966 0.1 -2.2 0.3
Cl 2.44920 -0.17084 0.02741 -2.2 0.0 0.6
H -0.76992 1.02801 1.46982 -0.2 0.1 0.1
C -0.24239 -0.54952 -0.89738 -0.6 2.8 -2.0
H -0.50824 -0.72870 1.63560 0.2 0.5 -0.7
H 0.10536 -1.57660 -0.73849 -0.8 0.0 -0.8
C 0.61905 0.29964 0.00113 1.4 0.3 -1.1
```
Forces are in eV/Å.

As for the gap between HOMO and LUMO: 11.70 eV. The value obtained for the molar mass is 110.515 g/mol. Its total energy is -751.9182 a.u.

Löwdin atomic charge list, values in e, 5 entries: number 1, O, carries -0.09; number 2, C, carries -0.15; number 3, F, carries -0.03; number 4, H, carries 0.16; number 5, Cl, carries 0.57

6.
Computed, not measured: C3H4ClFO as an isolated structure, with ωB97M-V/def2-TZVPD.

The geometry in XYZ format:
```
10
Properties=species:S:1:pos:R:3:forces:R:3
H -1.40316 -0.98129 -0.44387 -0.3 0.7 1.6
H -1.10716 -0.85845 1.35420 -0.3 0.2 0.2
C 1.19632 -0.19541 -0.47894 0.9 -0.6 0.3
H -2.12967 0.39990 0.45718 0.1 -0.1 0.3
F 0.41800 1.75088 0.82719 -2.0 -3.3 -1.9
C -0.04790 0.36636 0.01583 3.3 3.8 0.9
Cl 2.76583 0.62398 -0.24730 -0.8 -0.7 -0.1
C -1.27498 -0.27389 0.45775 -0.4 -1.1 -1.9
H 1.28640 -1.28715 -0.60796 0.2 0.7 -0.1
O 0.29632 0.45507 -1.33408 -0.7 0.5 0.7
```
Forces are in eV/Å.

As for the gap between HOMO and LUMO: 11.67 eV. The value obtained for the molar mass is 110.515 g/mol. Its total energy is -751.9300 a.u.

Löwdin atomic charge list, values in e, 5 entries: number 1, H, carries 0.14; number 2, H, carries 0.10; number 3, C, carries -0.61; number 4, H, carries 0.10; number 5, F, carries -0.18

7.
Computed, not measured: an isolated molecule of C3H4ClI, with ωB97M-V/def2-TZVPD.

The geometry in XYZ format:
```
9
Properties=species:S:1:pos:R:3:forces:R:3
C 1.20296 -0.31587 0.70687 -2.5 0.6 -3.9
H 1.35070 -1.37969 0.40729 -0.7 0.9 0.3
H 1.15290 -0.22298 1.72699 -0.2 0.6 2.3
H -1.89830 0.98511 -1.36575 -1.8 -0.6 -2.4
C -1.41220 1.17837 -0.49967 6.7 -3.6 2.6
C -0.30082 0.26557 -0.28869 -0.3 0.0 0.8
H -0.15425 -0.62964 -0.92880 -1.2 1.2 -0.3
I 2.91240 0.60665 -0.08498 0.2 0.4 0.0
Cl -1.74375 2.65378 0.22258 -0.1 0.6 0.7
```
Forces are in eV/Å.

As for the gap between HOMO and LUMO: 9.50 eV. The value obtained for the molar mass is 202.422 g/mol. Its total energy is -874.4691 a.u.

Löwdin atomic charge list, values in e, 5 entries: number 1, C, carries -0.63; number 2, H, carries 0.01; number 3, H, carries -0.04; number 4, H, carries 0.00; number 5, C, carries -0.66

8.
Computed, not measured: an isolated molecule of C3H4ClN, with ωB97M-V/def2-TZVPD.

The geometry in XYZ format:
```
9
Properties=species:S:1:pos:R:3:forces:R:3
Cl -1.97599 -0.74462 -0.47295 -4.8 -0.4 -1.8
C -0.61078 -0.44149 0.27897 9.0 0.6 3.2
H -0.13877 -1.41860 0.80783 -1.5 2.4 -0.6
H 0.38659 -0.74797 -1.69864 0.8 1.7 1.6
C 0.58403 -0.06107 -0.76144 -2.5 -0.5 -1.2
C -0.28760 0.82143 1.16355 0.9 4.3 4.6
H 1.53244 -0.22972 -0.27449 0.3 -0.1 -0.1
N 0.11202 1.77169 1.85280 -2.8 -6.5 -4.9
H 0.39806 1.05036 -0.89563 0.7 -1.5 -0.8
```
Forces are in eV/Å.

As for the gap between HOMO and LUMO: 11.47 eV. The value obtained for the molar mass is 89.525 g/mol. Its total energy is -631.5686 a.u.

Löwdin atomic charge list, values in e, 5 entries: number 1, Cl, carries 0.78; number 2, C, carries -0.94; number 3, H, carries 0.15; number 4, H, carries 0.10; number 5, C, carries -0.14

9.
Computed, not measured: an isolated molecule of C3H4ClN3, with ωB97M-V/def2-TZVPD.

The geometry in XYZ format:
```
11
Properties=species:S:1:pos:R:3:forces:R:3
H -1.34901 -2.61395 0.46992 0.0 0.1 -0.1
H 1.78157 1.83497 -0.11200 0.0 -0.3 0.0
C 1.37384 -0.19428 -0.05695 -0.5 -0.1 -0.4
N -1.13086 0.56512 0.22036 -0.2 1.3 -0.2
Cl 3.08024 -0.45464 -0.06325 0.4 0.1 0.1
C -0.24025 1.48164 0.07746 -0.8 -0.1 -0.3
C -0.99339 -0.65060 0.49921 0.7 -1.0 1.1
N -1.44298 -1.75122 -0.04041 -0.2 -0.3 -0.7
H -0.49070 2.52458 0.11160 0.1 0.2 -0.1
H -1.67324 -1.83048 -1.02825 0.0 0.0 0.2
N 1.08477 1.08884 -0.07770 0.5 0.0 0.3
```
Forces are in eV/Å.

As for the gap between HOMO and LUMO: 7.99 eV. The value obtained for the molar mass is 117.539 g/mol. Its total energy is -741.0500 a.u.

Löwdin atomic charge list, values in e, 5 entries: number 1, H, carries 0.10; number 2, H, carries 0.13; number 3, C, carries -0.56; number 4, N, carries 0.04; number 5, Cl, carries 0.55

10.
Computed, not measured: an isolated molecule of C3H4ClN3, with ωB97M-V/def2-TZVPD.

The geometry in XYZ format:
```
11
Properties=species:S:1:pos:R:3:forces:R:3
C 0.18451 0.67291 0.45763 -1.1 -0.3 1.4
H -0.68147 -2.43768 1.28010 0.3 0.5 -0.9
N 0.43406 0.27021 -1.61764 -0.9 -0.2 1.5
C 0.57208 1.22329 -0.70613 1.3 2.5 -0.5
Cl 0.05552 1.46733 2.00101 0.1 -0.3 -0.4
C -0.32180 -0.64570 0.14663 1.3 1.3 -0.7
N -0.89097 -1.45829 1.08483 -0.4 1.0 3.4
H 0.66752 0.39673 -2.53686 0.3 -0.2 -2.6
H 0.95414 2.26572 -0.97924 -0.6 -1.9 0.6
N -0.16703 -0.84509 -1.15079 0.2 -0.8 0.1
H -0.80658 -0.90944 2.02047 -0.4 -1.6 -2.1
```
Forces are in eV/Å.

As for the gap between HOMO and LUMO: 9.41 eV. The value obtained for the molar mass is 117.539 g/mol. Its total energy is -741.1496 a.u.

Löwdin atomic charge list, values in e, 5 entries: number 1, C, carries -0.63; number 2, H, carries 0.10; number 3, N, carries -0.04; number 4, C, carries -0.15; number 5, Cl, carries 0.64